{
  "formula": "C31H55BrEuNP3",
  "method": "wB97M-V/def2-TZVPD",
  "species": ["Eu", "Br", "P", "P", "P", "N", "C", "C", "C", "C", "C", "C", "C", "C", "C", "C", "C", "C", "C", "C", "C", "C", "C", "C", "C", "C", "C", "C", "C", "C", "C", "C", "C", "C", "C", "C", "C", "H", "H", "H", "H", "H", "H", "H", "H", "H", "H", "H", "H", "H", "H", "H", "H", "H", "H", "H", "H", "H", "H", "H", "H", "H", "H", "H", "H", "H", "H", "H", "H", "H", "H", "H", "H", "H", "H", "H", "H", "H", "H", "H", "H", "H", "H", "H", "H", "H", "H", "H", "H", "H", "H", "H"],
  "coordinates": [[1.1627, 2.3507, 0.0378], [1.2994, -2.6636, 0.0395], [-0.8130, 1.8510, 2.3035], [4.0388, 1.0840, -0.2696], [-1.1080, -3.8197, -1.2369], [-4.5355, 4.4910, -2.3446], [0.1320, -4.8926, -2.0594], [-0.6751, 0.1134, 2.9284], [-3.8992, 3.7283, -3.2307], [-2.2762, 2.5128, 3.2014], [-0.4834, 3.2673, -1.5861], [3.5576, 0.2530, 1.3124], [-2.7023, -4.2301, -2.0564], [-4.0337, -3.8946, -1.3825], [4.9720, 3.7260, -0.3247], [0.6483, 2.6830, 3.0576], [4.7114, -0.6737, 1.7796], [-1.4197, -1.0365, -0.7916], [4.3234, -1.1122, -1.9370], [-1.2851, 0.3212, -1.0900], [-0.1163, -5.0267, -3.5696], [-1.9055, 3.6295, -1.8325], [-0.3033, 0.7530, -2.0242], [-1.0222, -5.4064, 0.9653], [-2.5966, 4.4699, -0.9272], [3.3551, 0.0423, -1.5857], [0.1527, -1.5860, -2.5530], [-0.7145, -2.0420, -1.5047], [0.3466, -0.2494, -2.7946], [0.1501, 2.1388, -2.1394], [-3.5989, 1.8456, 2.8253], [3.6855, 2.8682, -0.2668], [-0.5186, -0.0858, 4.4378], [0.4530, 3.1895, 4.4884], [-1.4511, -4.0211, 0.5304], [-2.5985, 3.2418, -3.0041], [-3.9154, 4.8501, -1.2240], [0.7850, -2.3091, -3.0712], [-1.0347, -5.4776, 2.0532], [1.0563, 0.1037, -3.5586], [-0.4445, -4.0686, -3.9997], [-2.5102, -3.8085, 0.7434], [-2.6432, -3.7700, -3.0573], [4.2572, -1.9162, -1.1984], [5.4592, -0.1164, 2.3663], [-3.6105, 0.7802, 3.0845], [2.6471, -0.3803, 1.1751], [3.2469, 3.1221, 0.7283], [-2.0025, -1.3210, 0.0916], [4.6877, 4.7579, -0.1011], [-1.2462, 0.4938, 5.0228], [-2.1400, 2.6129, -3.7783], [-4.4759, 5.4701, -0.5183], [-1.6883, -6.1814, 0.5598], [5.4364, 3.6899, -1.3058], [-1.5973, -0.3897, 2.5871], [0.0045, -5.5862, 0.6349], [0.1598, -0.3717, 2.3857], [1.5058, 1.9898, 3.0092], [3.1660, 0.6746, -2.4715], [-4.4222, 2.3352, 3.3628], [-4.8332, -4.4423, -1.9121], [5.2324, -1.1732, 0.9546], [-4.2657, -2.8167, -1.4370], [-4.4267, 3.4756, -4.1602], [-2.3227, 3.5831, 2.9335], [0.1677, 4.1202, -1.2967], [0.4880, 0.1657, 4.7956], [-0.4193, 3.8414, 4.5800], [3.0411, 3.1813, -1.1139], [-0.8570, -5.8152, -3.7519], [2.4119, -0.4100, -1.2331], [-2.1033, 2.4449, 4.2867], [0.9856, 2.3343, -2.8361], [-2.6350, -5.3242, -2.2018], [-0.6909, -1.1493, 4.6580], [-3.7931, 1.9254, 1.7495], [-4.0528, -4.2099, -0.3277], [-1.9188, 1.0671, -0.5900], [0.3326, 2.3831, 5.2182], [0.8733, 3.5559, 2.4118], [1.1290, -4.4694, -1.8305], [5.6597, 3.3896, 0.4572], [4.0312, -1.5623, -2.8884], [1.3268, 3.7784, 4.7886], [0.8036, -5.3339, -4.0953], [5.3674, -0.7880, -2.0275], [-0.8396, -3.2657, 1.0470], [-2.1072, 4.8098, -0.0110], [0.1132, -5.8944, -1.5890], [3.3863, 1.0483, 2.0697], [4.3029, -1.4529, 2.4354]],
  "lowdin_charge": [1.53, 0.32, 0.88, 0.96, 0.95, 0.08, -0.34, -0.41, -0.11, -0.41, -0.20, -0.44, -0.32, -0.12, -0.13, -0.47, -0.14, -0.10, -0.14, -0.04, -0.13, -0.23, -0.28, -0.13, -0.02, -0.46, -0.13, -0.44, -0.05, -0.25, -0.14, -0.57, -0.13, -0.13, -0.40, 0.00, -0.12, 0.11, 0.09, 0.13, 0.06, 0.08, 0.10, 0.05, 0.08, 0.07, 0.00, 0.04, 0.11, 0.08, 0.07, 0.12, 0.12, 0.09, 0.08, 0.07, 0.06, 0.05, 0.06, 0.08, 0.09, 0.09, 0.06, 0.08, 0.12, 0.09, 0.10, 0.07, 0.07, 0.05, 0.08, -0.01, 0.08, 0.14, 0.10, 0.09, 0.07, 0.06, 0.10, 0.07, 0.04, 0.03, 0.08, 0.07, 0.09, 0.09, 0.08, 0.00, 0.11, 0.10, 0.06, 0.08],
  "homo_energy_ev": [-12.63, -12.61],
  "spin_multiplicity": 8,
  "energy_ev": -151751.0641,
  "charge": 2
}

=====

{
  "formula": "C6H10N2",
  "method": "wB97M-V/def2-TZVPD",
  "species": ["N", "N", "C", "C", "C", "C", "C", "C", "H", "H", "H", "H", "H", "H", "H", "H", "H", "H"],
  "coordinates": [[1.3552, -0.2953, -0.3273], [0.9641, 0.8107, 0.2312], [-1.4201, -0.8589, -0.2441], [-0.6995, -0.6310, 1.0606], [-0.2981, 1.2755, -0.3916], [2.6263, -0.4663, -0.1367], [-0.9009, 0.2727, -1.1940], [-0.1011, 0.7462, 1.0207], [-2.6787, -0.6284, 0.1394], [-0.3915, 2.4361, -0.3567], [-0.0800, -1.2519, 1.4809], [-0.3826, 1.5348, 1.9628], [-1.0467, -1.9023, -0.7920], [3.2944, 0.4847, 0.2216], [-1.6602, 0.5882, -2.0609], [-1.7331, -0.5605, 1.6090], [3.1419, -1.3082, -0.4890], [0.0106, -0.2460, -1.7338]],
  "lowdin_charge": [-0.07, -0.13, -0.19, -0.21, -0.22, 0.05, -0.24, -0.29, 0.18, 0.17, 0.04, 0.20, 0.15, 0.13, 0.15, 0.12, 0.04, 0.12],
  "homo_energy_ev": -8.32,
  "energy_ev": -9357.2909,
  "de_lowest_kj_mol": 689.5,
  "smiles": "C=NN1[C@@H]2CCC[C@@H]21"
}

=====

{
  "formula": "C3H5NO",
  "method": "wB97M-V/def2-TZVPD",
  "species": ["O", "N", "C", "C", "C", "H", "H", "H", "H", "H"],
  "coordinates": [[-1.5727, -0.6281, -0.4346], [0.7212, -0.8411, 0.3981], [-0.3953, -0.1424, 0.0265], [-1.6087, 0.4163, 0.4992], [1.8746, -0.4774, 0.0358], [2.8113, -1.0389, 0.1948], [-2.0278, 0.3399, 1.4766], [0.1725, 0.8228, -1.4634], [-1.8656, 1.2480, -0.0518], [1.8905, 0.3009, -0.6813]],
  "lowdin_charge": [0.01, 0.05, -0.39, -0.10, -0.01, 0.09, 0.12, 0.15, 0.08, 0.01],
  "homo_energy_ev": [-8.72, -8.72],
  "energy_ev": -6724.0380,
  "de_lowest_kj_mol": 534.0
}

=====

{
  "formula": "C2H12ClN2Pd",
  "method": "wB97M-V/def2-TZVPD",
  "species": ["Pd", "Cl", "N", "N", "C", "C", "H", "H", "H", "H", "H", "H", "H", "H", "H", "H", "H", "H"],
  "coordinates": [[-0.0217, 0.1688, -0.0739], [2.6015, -0.1626, 1.3201], [-0.2843, -1.7062, -1.2508], [0.7300, 1.3466, -1.6749], [1.2219, 0.9073, 1.3622], [-1.5804, -0.3933, 1.3664], [0.8209, 0.8789, 2.3685], [0.2527, 2.2515, -1.6515], [-1.9307, 0.2240, 2.1709], [-0.7640, -0.9700, 1.8898], [-1.7284, 0.3604, 0.5463], [-0.7889, -2.4306, -0.7111], [-0.8062, -1.5818, -2.1065], [0.6183, -2.1439, -1.5161], [-2.2448, -1.1714, 0.9993], [1.7186, 1.5353, -1.5311], [1.5696, 1.9113, 1.1030], [0.6161, 0.9757, -2.6107]],
  "lowdin_charge": [0.21, 0.32, -0.10, -0.08, -0.88, -0.27, -0.05, 0.01, 0.01, 0.04, -0.01, -0.01, -0.08, -0.02, 0.00, 0.01, -0.05, -0.05],
  "homo_energy_ev": [0.66, -3.50],
  "spin_multiplicity": 3,
  "energy_ev": -21247.7869,
  "charge": -1
}